# C25H60NO13

A cluster of 6 separate species, C25H60NO13 in total (wB97M-V/def2-TZVPD, OMol25).

```
! wB97M-V def2-TZVPD RIJCOSX def2/J DEFGRID3
* xyz -1 1
H 0.18229 -0.81006 1.00164
O -1.12106 -1.30301 2.49684
H -5.29372 -7.20464 -3.27652
C -3.40847 2.48260 1.32631
O 0.24856 -5.42355 0.66322
H 0.91536 -4.07792 2.88367
C -5.02944 -4.89055 -0.09167
H 5.49280 0.40536 0.44394
C -4.86267 -6.21172 -3.10574
H 2.49290 1.96860 -1.55900
H -2.07841 -4.28065 -1.39122
N 5.70303 3.33454 0.65676
H -4.71257 -5.72432 -4.06744
H -5.21227 -5.17482 0.94983
H -0.94410 4.41769 2.29260
H 1.51313 0.59281 -0.98750
H -2.98124 -0.49156 2.10195
C -4.65633 3.27326 1.00658
H 4.29591 6.60480 -4.41510
H -3.31002 1.67229 0.59514
C -0.26527 -0.33698 1.88096
C -0.56788 -4.51361 1.39194
O 6.73667 3.10406 -2.02810
O -2.23903 3.27304 1.23004
H -5.53450 -6.82938 -0.86318
H -0.33581 0.66021 5.82886
H -4.57915 6.22055 2.43967
C -1.71108 3.67013 2.48612
H -0.23625 -0.87826 4.94537
H 0.40415 -7.36024 0.08370
H 0.57862 -7.31882 4.12686
H 4.31320 1.38885 1.28901
H -3.67195 -3.79939 -2.01441
H 5.31106 4.76927 -3.09091
H -2.48356 4.10912 3.12374
H -3.02815 -3.06065 -0.52046
H -2.83714 -1.47936 3.57462
H 4.05921 0.22654 -1.50785
C -2.33312 -0.74088 2.95064
O -5.74770 -5.40336 -2.35328
H -0.47414 -3.53418 0.91484
H -4.57032 3.71725 0.01002
H -2.15441 0.16018 3.54417
C -5.84711 -5.78844 -0.99202
C -4.51904 5.56975 1.56883
H -0.84638 0.52579 1.54039
O 3.33205 4.89594 -3.75824
H -1.18297 -6.62499 -0.23863
O 6.92491 0.96162 -1.37267
H 1.40202 -6.47000 2.80193
C 3.60834 0.43516 -0.53448
H 5.05076 4.30366 -4.79491
H -5.19344 5.95343 0.79474
H 4.87802 3.61819 1.17939
H 2.67213 6.81683 -3.73371
H -6.90130 -5.71300 -0.70633
H 1.67665 5.67525 -5.68533
H 2.57806 7.13498 -6.13421
H -0.73550 -7.09397 1.42072
H -5.51566 2.59454 1.00305
C 0.24626 0.09071 5.10442
C -3.08711 -3.98210 -1.10988
H -3.89555 -6.32004 -2.60892
H 3.35239 -0.50248 -0.03516
H -1.24970 2.82076 3.00152
H 2.88329 3.54325 -5.92797
C 3.04556 4.06640 -6.87290
O 3.48342 5.39386 -6.66229
H 4.51625 3.25066 -3.47099
H 2.11923 4.05163 -7.46096
H -5.33983 -3.84874 -0.21807
H 3.82463 3.54990 -7.43097
H 2.12142 2.92466 0.29635
H 6.01790 4.17376 0.17804
C -0.35677 -6.68791 0.47884
O -3.64092 -5.03130 -0.33308
H 1.49224 0.78948 2.25012
C 4.63107 4.28212 -3.78585
H 4.47620 2.85361 -0.99328
O -0.33094 -5.59856 3.55564
H -0.73716 -3.61383 3.30728
C 5.25070 2.37470 -0.37823
H 1.25049 -0.07241 5.51165
C 0.83363 0.12020 2.80468
C 2.33758 1.26583 -0.73944
C 2.67789 6.11506 -5.74535
H -1.61770 -4.81801 1.33727
C 3.29338 6.16721 -4.36329
O 0.30515 0.84729 3.91396
H 1.51396 -5.84778 4.46900
H -3.49444 5.57780 1.18970
C 4.69395 1.13107 0.29692
H 1.42297 -0.73412 3.15349
O -4.91241 4.27427 1.97909
C 6.43118 2.09813 -1.34360
C -0.13328 -4.38712 2.83085
H -3.48656 2.03315 2.32114
C 0.85799 -6.33887 3.74096
O 1.95497 1.98981 0.43414
*
```

Results
strongest force on any atom: 0.0126 Eh/bohr
orbital gap: 6.414 eV
HOMO: -4.479 eV
E_tot: -55001.1129 eV
molar mass: 582.75 g mol⁻¹

# C25H61FO15P2

A cluster of 10 separate species, C25H61FO15P2 in total at a distorted geometry (wB97M-V/def2-TZVPD, OMol25).

```
! wB97M-V def2-TZVPD RIJCOSX def2/J DEFGRID3
* xyz 0 1
H -6.19656 -0.81058 3.97078
C 8.30776 -1.07886 -0.71510
H 0.54446 -4.61458 -3.67957
H 7.47564 -0.69385 1.00329
H -3.94442 -0.20044 0.80601
H -3.32378 -1.47544 3.77335
C -3.44626 -2.33167 6.95673
H -6.34667 0.20454 0.39372
H 2.08636 -4.83055 -4.55475
O 7.22457 -1.17607 0.21035
H -2.83666 3.13098 -3.21346
H -0.62392 3.95950 -1.74679
O 2.25972 -4.44766 -2.52239
O 2.75306 3.00047 -0.80564
C -1.00396 1.13463 -3.66163
H 0.79657 2.62225 1.74177
O -7.32392 0.14029 2.51454
C -4.27323 0.59554 0.14174
C -3.76368 -2.78816 2.41719
H -2.27945 1.10182 -0.28704
H 3.50869 1.56998 0.97844
H -9.94747 3.70197 1.68593
H 2.24646 -5.38651 -2.31469
H 7.05968 1.58905 0.79720
H -4.41805 -2.85573 1.55002
H -1.53140 -3.72932 10.00675
H -1.82402 -3.14078 6.25680
H -2.65742 -2.30094 11.43671
H -3.99268 -2.35296 10.26631
H 3.47909 -0.52478 -0.97435
H 8.43030 -1.19380 -4.39775
O -3.91369 -1.50327 3.00933
H 2.38396 0.02506 -3.95873
P 1.81855 2.09953 -0.12186
P 0.68832 0.86815 -1.52693
H -4.04124 -3.56291 3.13585
C -3.62195 2.36608 -1.38720
O 0.71104 2.91127 -3.33445
H 5.73651 2.86877 2.20862
O -2.26256 -3.23435 9.62525
C 1.58018 -4.27453 -3.76116
H -0.26585 0.16756 -0.75172
C 4.25829 0.03959 -2.91074
C -1.49032 1.78526 -4.96852
H -1.44926 2.87862 -4.90060
O -2.55884 -2.64529 5.88374
H 4.69810 0.83766 -2.30210
O 0.86225 2.99337 0.85028
H -5.28214 3.36972 -2.33896
H -6.97533 2.02739 -1.21629
H -0.27660 0.36425 -3.97325
H -2.55937 1.54878 -5.06744
H 5.84383 1.91408 -0.45846
H 3.74191 0.63220 -4.91700
H -5.30495 0.21660 2.83798
C 3.64967 -1.01070 -1.94464
H 2.65995 -1.36573 -2.25771
H -3.81281 -3.24969 7.41800
C -5.92246 1.84467 -0.99160
C -9.23799 3.37893 0.92692
H -6.28645 0.97198 4.10802
C 6.31997 2.30829 0.43571
H -7.37638 2.84166 0.87603
O -7.99331 3.12649 1.56024
F -1.99586 0.41711 -3.01268
H 8.03938 -1.61741 -1.61613
O 1.53019 2.15273 -5.27999
H -0.94130 1.45124 -5.84618
C 3.27624 0.66178 -3.92718
C -3.15992 -2.91376 10.68468
H -9.13407 4.16935 0.17724
C -2.59489 3.20958 -2.15009
H 10.59773 -1.99390 -4.51345
H 10.00900 -3.41081 -3.61805
H -2.93012 -1.72656 7.70180
H 1.58882 -3.21489 -4.00741
H -3.54048 -3.82598 11.15026
O 8.66609 -1.87649 -3.76243
O 2.64718 1.11970 0.86480
H 3.90257 -3.01079 -1.27043
C -5.61285 0.83108 -0.10398
H -8.12466 0.06213 3.03993
C 9.73200 -2.63444 -4.32702
C 1.68351 2.31506 -4.10177
O 5.31034 2.51824 1.42182
H 6.81235 3.25195 0.19288
H -2.72835 -2.93331 2.09726
H 8.49506 -0.03056 -0.96553
C -6.21436 0.12752 3.41459
H -1.07773 2.63330 -0.73899
H 9.21028 -1.52321 -0.28543
H 5.03742 -0.48677 -3.47847
O 2.89613 2.01746 -3.55148
H -2.83626 4.24568 -1.86804
H 9.41378 -3.10093 -5.26256
H -9.61562 2.46892 0.45001
H -4.28677 -1.76973 6.55304
C -0.24231 2.06647 -2.69866
C -4.97032 2.60673 -1.62836
H 5.32260 -2.04685 -0.95383
C -3.31448 1.35900 -0.49924
C 4.54744 -2.23594 -1.70560
C -1.11625 2.97859 -1.77143
H 4.95864 -2.66915 -2.62497
*
```

Results
strongest force on any atom: 0.0545 Eh/bohr
orbital gap: 9.048 eV
HOMO: -8.596 eV
E_tot: -78918.5562 eV
molar mass: 682.69 g mol⁻¹

> Number 2 is which compound?

C25H61FO15P2

> Number 2 is which compound?

C25H61FO15P2